1.
The following is a quantum chemistry calculation of C33H39BN4O2P2Ti as an isolated structure, from the OMol25 dataset.

Each line ends with the Mulliken charge.
CARTESIAN COORDINATES (ANGSTROEM)
Ti 0.337 -0.739 2.916  -0.1289
C -0.960 0.920 3.906  -0.4464
C -1.449 0.318 2.703  -1.2447
C -1.234 0.883 1.324  -0.3948
C 0.106 0.579 0.581  -0.0511
C 1.348 0.325 1.419  -1.3808
C 1.636 1.088 2.565  0.0202
C 0.900 2.363 2.885  -1.0822
C -0.250 2.236 3.904  -0.8821
C 1.738 -1.341 4.711  -0.8400
H -1.625 0.793 4.763  0.7017
H -2.255 -0.421 2.792  0.5345
H -1.407 1.974 1.294  0.1914
H -2.048 0.446 0.723  0.7489
H -0.048 -0.262 -0.120  0.1230
H 0.292 1.446 -0.075  0.3377
H 2.082 -0.365 0.989  0.6189
H 2.617 0.986 3.034  0.5559
H 0.531 2.884 1.984  0.2507
H 1.626 3.069 3.321  0.5494
H 0.154 2.396 4.914  0.4168
H -0.961 3.067 3.734  0.4554
H 2.664 -0.752 4.796  0.3532
H 1.704 -1.826 3.670  0.1447
H 1.855 -2.209 5.385  0.4137
P 1.459 -0.806 -3.130  0.2089
P -1.682 -0.752 -3.044  -0.2317
N 2.896 0.158 -3.343  0.4689
N 2.169 -2.201 -4.116  0.3522
N -1.928 1.029 -3.020  0.3570
N -3.320 -1.070 -3.594  0.3688
C 0.551 -0.083 -4.576  -0.8546
C -0.855 -0.699 -4.702  -1.2792
C 3.833 0.325 -2.313  -0.4530
C 4.899 1.063 -2.801  -0.5858
C 4.651 1.330 -4.189  -0.7872
C 3.425 0.740 -4.500  -0.0958
C 2.388 -3.470 -3.580  -0.4946
C 2.920 -4.295 -4.567  -0.6082
C 3.037 -3.511 -5.757  -0.6688
C 2.589 -2.228 -5.446  -0.1045
C -1.788 1.673 -1.794  -0.2581
C -1.721 3.045 -1.988  -0.4757
C -1.867 3.271 -3.393  -1.1699
C -1.978 2.018 -4.000  -0.1107
C -4.081 -0.392 -4.558  -0.1543
C -5.255 -1.102 -4.776  -0.6149
C -5.211 -2.268 -3.937  -0.6065
C -4.018 -2.231 -3.230  -0.3786
H 1.082 -0.256 -5.522  0.2846
H 0.496 1.009 -4.427  0.7557
H -1.456 -0.136 -5.433  0.5192
H -0.797 -1.745 -5.052  0.5393
H 3.626 -0.087 -1.337  0.3298
H 5.766 1.382 -2.237  0.4193
H 5.271 1.880 -4.876  0.4429
H 2.892 0.710 -5.435  0.3586
H 2.140 -3.667 -2.548  0.3857
H 3.196 -5.332 -4.456  0.4021
H 3.402 -3.827 -6.721  0.4362
H 2.531 -1.357 -6.081  0.1903
H -1.762 1.081 -0.902  0.1154
H -1.573 3.777 -1.209  0.4726
H -1.885 4.226 -3.897  0.4471
H -2.103 1.773 -5.041  0.4462
H -3.727 0.522 -5.003  0.2599
H -6.042 -0.820 -5.457  0.4446
H -5.965 -3.035 -3.877  0.4176
H -3.585 -2.905 -2.510  0.3867
O -0.577 -1.370 5.956  -0.8060
B 0.455 -0.536 5.292  1.4737
O 0.797 0.575 6.214  -0.5922
C 0.010 0.391 7.307  0.7641
C -0.116 1.188 8.436  -0.9444
C -1.012 0.787 9.436  -0.5271
C -1.756 -0.388 9.308  -0.4719
C -1.654 -1.176 8.157  -0.9404
C -0.775 -0.783 7.161  0.6394
H 0.462 2.107 8.527  0.4349
H -1.136 1.398 10.333  0.3549
H -2.422 -0.708 10.113  0.3505
H -2.248 -2.080 8.016  0.4220

As for the expectation value of S²: 2.019. The calculation puts the strongest force on any atom at 3.89 eV/A. The calculation puts the LUMO energy (alpha / beta) at -0.56 / -0.68 eV. The orbital gap (alpha / beta) comes out at 6.036 / 5.735 eV. The value obtained for the relative energy (zero: lowest compared OMol25 entry of this formula, charge and spin) is 0.0 kcal per mole. As for the spin multiplicity: 3.



2.
The following is a quantum chemistry calculation of C26H23BrIrN6O4S2 as an isolated structure, from the OMol25 dataset.

Each line ends with the Mulliken charge.
CARTESIAN COORDINATES (ANGSTROEM)
Ir -0.594 -0.225 1.211  1.0374
O 0.308 3.766 0.668  -0.7831
C 1.617 3.373 0.608  0.4556
C 2.569 4.234 1.136  -0.5921
C 3.911 3.899 1.103  -0.4408
C 4.320 2.695 0.545  -0.9540
C 3.369 1.843 0.013  -0.6115
C 2.012 2.163 0.033  0.3113
C 0.978 1.289 -0.654  0.2881
O -0.264 1.319 -0.010  -0.4768
N 1.413 -0.104 -0.782  -0.1140
N 0.735 -1.033 -0.089  0.1745
C 1.060 -2.277 -0.101  -0.3059
C 0.451 -3.283 0.739  0.2707
Br -0.941 -2.667 1.937  -0.1244
C 0.770 -4.580 0.819  -0.8322
C 1.693 -5.333 -0.026  0.5530
C 2.368 -6.408 0.559  -0.5569
C 3.283 -7.144 -0.175  -0.6023
C 3.508 -6.835 -1.509  -0.4343
C 2.802 -5.803 -2.115  -0.6293
C 1.899 -5.054 -1.380  -0.3443
H -0.231 2.985 0.458  0.3422
H 2.230 5.166 1.570  0.4813
H 4.644 4.580 1.516  0.4157
H 5.367 2.427 0.519  0.4377
H 3.696 0.909 -0.426  0.3207
H 0.799 1.663 -1.673  0.3950
H 2.043 -0.414 -1.504  0.3640
H 1.890 -2.595 -0.723  0.7199
H 0.310 -5.150 1.621  0.3908
H 2.180 -6.660 1.595  0.3712
H 3.808 -7.967 0.290  0.4020
H 4.216 -7.414 -2.086  0.4035
H 2.939 -5.599 -3.168  0.3957
H 1.300 -4.307 -1.885  0.6339
N -3.005 5.554 -2.722  -0.3455
C -3.098 4.290 -2.351  1.2066
C -2.141 3.334 -2.818  -0.7245
C -2.243 2.036 -2.422  -0.3621
C -3.284 1.651 -1.555  0.0258
C -4.248 2.573 -1.104  -0.6607
C -4.163 3.877 -1.486  -0.6587
S -3.378 -0.040 -1.000  0.8753
O -2.594 -0.810 -1.908  -0.6936
O -4.759 -0.299 -0.736  -0.6674
N -2.579 0.062 0.389  -0.2496
C -3.136 0.171 1.622  0.6505
S -4.712 0.179 2.270  0.0307
C -4.014 0.274 3.853  -0.3297
C -2.667 0.275 3.806  -0.7556
N -2.175 0.243 2.523  -0.2276
H -2.272 5.868 -3.344  0.2523
H -3.679 6.244 -2.418  0.2505
H -1.354 3.656 -3.488  0.3762
H -1.549 1.284 -2.770  0.5884
H -5.058 2.232 -0.473  0.5153
H -4.893 4.606 -1.157  0.3796
H -4.643 0.315 4.727  0.4494
H -1.996 0.312 4.649  0.4539
N 1.782 0.210 3.109  -0.2604
C 0.897 0.024 2.398  0.2744
H 2.504 0.424 3.771  0.2448

As for the expectation value of S²: 0.782. The calculation puts the strongest force on any atom at 0.98 eV/A. The calculation puts the LUMO energy (alpha / beta) at -5.55 / -8.70 eV. Its net charge is +2. The orbital gap (alpha / beta) comes out at 7.416 / 4.267 eV. The value obtained for the relative energy (zero: lowest compared OMol25 entry of this formula, charge and spin) is 5.2 kcal per mole. As for the spin multiplicity: 2.



3.
The following is a quantum chemistry calculation of the molecule C5H10N2S, from the OMol25 dataset.

Each line ends with the Mulliken charge.
CARTESIAN COORDINATES (ANGSTROEM)
C 1.976 -1.220 0.783  -1.3811
C 0.769 -0.972 -0.071  -0.3664
C 0.311 0.538 -0.028  0.3965
S 0.384 1.617 1.489  -0.1516
C 1.307 1.106 -0.961  -0.0661
N 2.159 1.311 -1.702  -0.5056
C -1.161 0.945 -0.970  -0.4963
N -2.375 0.628 -0.211  -0.5106
H 2.478 -2.046 0.461  0.4648
H 1.823 -1.475 1.822  0.3500
H 2.760 -0.492 0.692  0.3677
H 0.983 -1.044 -1.149  0.3434
H -0.133 -1.624 0.138  0.3318
H -0.708 1.083 1.827  0.1016
H -1.186 0.486 -2.044  0.3799
H -1.086 2.056 -1.126  0.2866
H -3.148 0.425 -0.890  0.2325
H -2.603 1.308 0.545  0.2230

The calculation puts the strongest force on any atom at 3.51 eV/A. The calculation puts the LUMO energy at 0.55 eV. Its SMILES is CC[C@@](S)(C#N)CN. The orbital gap comes out at 9.943 eV. The value obtained for the relative energy (zero: lowest compared OMol25 entry of this formula, charge and spin) is 54.4 kcal per mole. As for the spin multiplicity: 1.



4.
The following is a quantum chemistry calculation of C2H3NO2S as an isolated structure, from the OMol25 dataset.

Each line ends with the Mulliken charge.
CARTESIAN COORDINATES (ANGSTROEM)
C 1.161 2.105 -0.058  0.0768
C 1.185 0.951 0.318  -0.2974
N -0.910 -1.249 -0.055  -0.2616
O -2.302 -0.801 0.147  -0.3914
O 1.910 -1.278 -0.689  -0.4445
S 1.266 -0.715 0.486  0.2838
H 0.882 3.093 -0.192  0.4179
H -2.561 -0.221 -0.613  0.3513
H -0.632 -1.886 0.654  0.2650

The calculation puts the strongest force on any atom at 3.79 eV/A. The calculation puts the LUMO energy (alpha / beta) at -0.55 / -1.17 eV. The orbital gap (alpha / beta) comes out at 7.998 / 8.432 eV. The value obtained for the relative energy (zero: lowest compared OMol25 entry of this formula, charge and spin) is 176.0 kcal per mole. As for the spin multiplicity: 1.